ORCA calculation (ωB97M-V/def2-TZVPD) on 18 unconnected molecules or ions with the total composition C51H133N17O18.

## Properties
LUMO in eV: -0.24
Charge: 0
Highest occupied orbital energy in Eh: -0.294
Energy in eV: -117221.72639

Last columns: bonded neighbours and bond lengths (Å).
Cartesian coordinates (Å):
1 C -7.507 3.407 -6.433  O2 1.196, N3 1.328, N4 1.337
2 O -7.929 2.345 -6.080  C1 1.196
3 N -7.327 3.804 -7.688  C1 1.328, H5 1.010, H6 1.010
4 N -7.121 4.364 -5.584  C1 1.337, H7 1.010, H8 1.010
5 H -6.942 4.689 -7.986  N3 1.010
6 H -7.761 3.244 -8.408  N3 1.010
7 H -7.074 4.005 -4.641  N4 1.010
8 H -6.683 5.258 -5.756  N4 1.010
9 C -2.159 -4.364 4.859  O10 1.225, N11 1.325, N12 1.276
10 O -2.629 -5.407 4.423  C9 1.225
11 N -2.713 -3.605 5.795  C9 1.325, H13 1.010, H14 1.010
12 N -1.050 -3.969 4.367  C9 1.276, H15 1.010, H16 1.010
13 H -2.293 -2.723 6.050  N11 1.010
14 H -3.611 -3.966 6.083  N11 1.010
15 H -0.637 -3.124 4.734  N12 1.010
16 H -0.463 -4.421 3.681  N12 1.010
17 C -3.060 -0.414 -10.018  O18 1.190, N19 1.266, N20 1.318
18 O -3.618 -1.460 -10.116  C17 1.190
19 N -1.797 -0.360 -9.942  C17 1.266, H21 1.010, H22 1.010
20 N -3.553 0.809 -10.012  C17 1.318, H23 1.010, H24 1.010
21 H -1.412 0.440 -9.459  N19 1.010
22 H -1.351 -1.264 -10.004  N19 1.010
23 H -3.001 1.631 -10.208  N20 1.010
24 H -4.560 0.808 -9.934  N20 1.010
25 C 4.695 -2.489 -7.511  O26 1.186, N27 1.281, N28 1.333
26 O 4.543 -3.039 -6.471  C25 1.186
27 N 4.077 -2.809 -8.587  C25 1.281, H29 1.010, H30 1.010
28 N 5.780 -1.769 -7.795  C25 1.333, H31 1.010, H32 1.010
29 H 4.319 -2.359 -9.458  N27 1.010
30 H 3.182 -3.268 -8.499  N27 1.010
31 H 6.133 -1.863 -8.737  N28 1.010
32 H 6.405 -1.565 -7.029  N28 1.010
33 C -2.927 7.195 -3.545  O34 1.194, N35 1.327, N36 1.334
34 O -3.836 7.666 -2.932  C33 1.194
35 N -2.445 7.747 -4.651  C33 1.327, H37 1.010, H38 1.010
36 N -2.177 6.198 -3.074  C33 1.334, H39 1.010, H40 1.010
37 H -1.601 7.297 -4.974  N35 1.010
38 H -2.985 8.439 -5.152  N35 1.010
39 H -1.327 5.964 -3.566  N36 1.010
40 H -2.792 5.681 -2.462  N36 1.010
41 C -7.504 -7.701 -4.943  O42 1.176, N43 1.303, N44 1.280
42 O -7.171 -7.891 -6.055  C41 1.176
43 N -8.157 -6.627 -4.599  C41 1.303, H45 1.010, H46 1.010
44 N -7.414 -8.429 -3.893  C41 1.280, H47 1.010, H48 1.010
45 H -8.473 -6.606 -3.640  N43 1.010
46 H -8.237 -5.883 -5.277  N43 1.010
47 H -7.574 -8.133 -2.941  N44 1.010
48 H -6.810 -9.232 -3.990  N44 1.010
49 C -0.643 0.091 -1.359  C50 1.550, H60 1.090, H61 1.090, H62 1.090
50 C -1.078 -0.716 -2.608  C49 1.550, C51 1.555, N55 1.517, C59 1.528
51 C -0.377 -2.103 -2.566  C50 1.555, C52 1.545, H63 1.090, H64 1.090
52 C -1.090 -2.978 -1.510  C51 1.545, C53 1.503, H65 1.090, H66 1.090
53 C -2.578 -3.091 -1.689  C52 1.503, C54 1.592, H67 1.090, H68 1.090
54 C -3.335 -1.696 -1.816  C53 1.592, N55 1.447, C57 1.527, C58 1.565
55 N -2.582 -0.871 -2.735  C50 1.517, C54 1.447, O56 1.375
56 O -3.168 0.341 -3.016  N55 1.375, H78 0.960
57 C -4.672 -1.929 -2.516  C54 1.527, H69 1.090, H70 1.090, H71 1.090
58 C -3.391 -1.132 -0.358  C54 1.565, H72 1.090, H73 1.090, H74 1.090
59 C -0.597 -0.104 -3.924  C50 1.528, H75 1.090, H76 1.090, H77 1.090
60 H -0.909 -0.413 -0.430  C49 1.090
61 H -1.111 1.052 -1.146  C49 1.090
62 H 0.433 0.244 -1.440  C49 1.090
63 H -0.376 -2.557 -3.557  C51 1.090
64 H 0.672 -2.181 -2.281  C51 1.090
65 H -0.859 -2.602 -0.514  C52 1.090
66 H -0.630 -3.965 -1.549  C52 1.090
67 H -2.978 -3.740 -0.910  C53 1.090
68 H -2.719 -3.729 -2.561  C53 1.090
69 H -5.338 -2.577 -1.946  C57 1.090
70 H -5.269 -1.024 -2.630  C57 1.090
71 H -4.437 -2.367 -3.486  C57 1.090
72 H -2.646 -1.425 0.382  C58 1.090
73 H -3.138 -0.072 -0.344  C58 1.090
74 H -4.329 -1.284 0.175  C58 1.090
75 H 0.429 0.263 -3.902  C59 1.090
76 H -1.103 0.861 -3.964  C59 1.090
77 H -0.796 -0.743 -4.784  C59 1.090
78 H -3.473 0.183 -3.912  O56 0.960
79 C 1.172 5.679 2.487  C80 1.606, H90 1.090, H91 1.090, H92 1.090
80 C 1.819 5.145 3.856  C79 1.606, C81 1.579, N85 1.493, C89 1.542
81 C 3.056 4.263 3.426  C80 1.579, C82 1.472, H93 1.090, H94 1.090
82 C 4.054 4.025 4.480  C81 1.472, C83 1.521, H95 1.090, H96 1.090
83 C 4.546 5.315 5.116  C82 1.521, C84 1.568, H97 1.090, H98 1.090
84 C 3.387 6.148 5.766  C83 1.568, N85 1.484, C87 1.588, C88 1.592
85 N 2.374 6.254 4.687  C80 1.493, C84 1.484, O86 1.416
86 O 1.534 7.357 4.977  N85 1.416, H108 0.960
87 C 2.781 5.467 7.066  C84 1.588, H99 1.090, H100 1.090, H101 1.090
88 C 4.107 7.482 6.252  C84 1.592, H102 1.090, H103 1.090, H104 1.090
89 C 0.775 4.332 4.647  C80 1.542, H105 1.090, H106 1.090, H107 1.090
90 H 1.843 6.486 2.192  C79 1.090
91 H 0.150 6.013 2.668  C79 1.090
92 H 1.309 4.996 1.649  C79 1.090
93 H 2.662 3.309 3.074  C81 1.090
94 H 3.479 4.575 2.471  C81 1.090
95 H 4.896 3.431 4.123  C82 1.090
96 H 3.544 3.428 5.236  C82 1.090
97 H 5.203 5.994 4.572  C83 1.090
98 H 5.273 5.050 5.885  C83 1.090
99 H 1.787 5.836 7.321  C87 1.090
100 H 2.886 4.387 6.959  C87 1.090
101 H 3.427 5.740 7.899  C87 1.090
102 H 4.480 8.236 5.559  C88 1.090
103 H 3.435 8.013 6.927  C88 1.090
104 H 5.063 7.195 6.690  C88 1.090
105 H 0.199 3.686 3.984  C89 1.090
106 H 0.013 4.953 5.118  C89 1.090
107 H 1.229 3.776 5.466  C89 1.090
108 H 1.649 7.815 4.141  O86 0.960
109 C -10.712 1.947 6.090  C110 1.502, H120 1.090, H121 1.090, H122 1.090
110 C -9.710 2.960 5.612  C109 1.502, C111 1.545, N115 1.468, C119 1.606
111 C -9.496 4.069 6.666  C110 1.545, C112 1.563, H123 1.090, H124 1.090
112 C -8.529 3.648 7.820  C111 1.563, C113 1.574, H125 1.090, H126 1.090
113 C -7.184 3.145 7.177  C112 1.574, C114 1.584, H127 1.090, H128 1.090
114 C -7.438 1.956 6.161  C113 1.584, N115 1.476, C117 1.604, C118 1.488
115 N -8.433 2.392 5.162  C110 1.468, C114 1.476, O116 1.407
116 O -8.487 1.757 3.909  N115 1.407, H138 0.960
117 C -5.985 1.700 5.533  C114 1.604, H129 1.090, H130 1.090, H131 1.090
118 C -7.821 0.737 6.924  C114 1.488, H132 1.090, H133 1.090, H134 1.090
119 C -10.451 3.802 4.463  C110 1.606, H135 1.090, H136 1.090, H137 1.090
120 H -11.727 2.113 5.731  C109 1.090
121 H -10.459 0.907 5.887  C109 1.090
122 H -10.736 1.956 7.180  C109 1.090
123 H -9.068 4.930 6.153  C111 1.090
124 H -10.430 4.398 7.122  C111 1.090
125 H -8.217 4.496 8.429  C112 1.090
126 H -9.045 2.941 8.469  C112 1.090
127 H -6.644 2.729 8.027  C113 1.090
128 H -6.783 3.970 6.588  C113 1.090
129 H -5.594 2.438 4.833  C117 1.090
130 H -6.079 0.795 4.933  C117 1.090
131 H -5.108 1.526 6.157  C117 1.090
132 H -8.570 0.892 7.701  C118 1.090
133 H -6.990 0.180 7.355  C118 1.090
134 H -8.276 0.048 6.213  C118 1.090
135 H -10.513 3.219 3.544  C119 1.090
136 H -11.423 4.202 4.751  C119 1.090
137 H -9.899 4.655 4.069  C119 1.090
138 H -8.072 2.420 3.352  O116 0.960
139 C 7.110 -4.021 7.026  C140 1.549, H150 1.090, H151 1.090, H152 1.090
140 C 6.726 -3.168 5.791  C139 1.549, C141 1.613, N145 1.460, C149 1.557
141 C 8.160 -3.011 5.069  C140 1.613, C142 1.527, H153 1.090, H154 1.090
142 C 8.044 -2.617 3.599  C141 1.527, C143 1.541, H155 1.090, H156 1.090
143 C 7.147 -3.673 2.924  C142 1.541, C144 1.574, H157 1.090, H158 1.090
144 C 5.696 -3.707 3.535  C143 1.574, N145 1.483, C147 1.570, C148 1.553
145 N 5.862 -4.016 4.975  C140 1.460, C144 1.483, O146 1.416
146 O 4.594 -4.235 5.567  N145 1.416, H168 0.960
147 C 4.904 -2.359 3.393  C144 1.570, H159 1.090, H160 1.090, H161 1.090
148 C 4.870 -4.743 2.725  C144 1.553, H162 1.090, H163 1.090, H164 1.090
149 C 6.211 -1.728 6.087  C140 1.557, H165 1.090, H166 1.090, H167 1.090
150 H 7.355 -5.060 6.802  C139 1.090
151 H 6.255 -4.095 7.698  C139 1.090
152 H 7.868 -3.618 7.697  C139 1.090
153 H 8.814 -2.328 5.611  C141 1.090
154 H 8.750 -3.926 5.132  C141 1.090
155 H 9.049 -2.768 3.205  C142 1.090
156 H 7.774 -1.563 3.531  C142 1.090
157 H 7.796 -4.539 3.056  C143 1.090
158 H 7.026 -3.371 1.884  C143 1.090
159 H 4.477 -2.337 2.390  C147 1.090
160 H 4.027 -2.225 4.026  C147 1.090
161 H 5.549 -1.507 3.606  C147 1.090
162 H 5.138 -5.788 2.881  C148 1.090
163 H 3.802 -4.709 2.940  C148 1.090
164 H 4.873 -4.621 1.641  C148 1.090
165 H 5.122 -1.768 6.058  C149 1.090
166 H 6.551 -0.988 5.362  C149 1.090
167 H 6.587 -1.274 7.004  C149 1.090
168 H 4.467 -5.184 5.491  O146 0.960
169 C 8.894 -1.863 -3.652  C170 1.499, H180 1.090, H181 1.090, H182 1.090
170 C 9.139 -0.385 -3.650  C169 1.499, C171 1.611, N175 1.501, C179 1.577
171 C 10.201 -0.079 -4.823  C170 1.611, C172 1.573, H183 1.090, H184 1.090
172 C 10.405 1.461 -5.069  C171 1.573, C173 1.541, H185 1.090, H186 1.090
173 C 9.020 2.067 -5.370  C172 1.541, C174 1.613, H187 1.090, H188 1.090
174 C 7.912 1.724 -4.250  C173 1.613, N175 1.455, C177 1.485, C178 1.625
175 N 7.834 0.314 -3.897  C170 1.501, C174 1.455, O176 1.319
176 O 6.918 -0.122 -3.054  N175 1.319, H198 0.960
177 C 8.276 2.562 -3.079  C174 1.485, H189 1.090, H190 1.090, H191 1.090
178 C 6.463 2.293 -4.714  C174 1.625, H192 1.090, H193 1.090, H194 1.090
179 C 9.833 -0.031 -2.278  C170 1.577, H195 1.090, H196 1.090, H197 1.090
180 H 8.104 -2.096 -2.939  C169 1.090
181 H 9.808 -2.357 -3.322  C169 1.090
182 H 8.628 -2.379 -4.575  C169 1.090
183 H 11.108 -0.499 -4.387  C171 1.090
184 H 10.196 -0.624 -5.767  C171 1.090
185 H 11.075 1.575 -5.920  C172 1.090
186 H 10.787 1.846 -4.123  C172 1.090
187 H 8.445 1.940 -6.287  C173 1.090
188 H 9.263 3.129 -5.348  C173 1.090
189 H 9.264 2.432 -2.636  C177 1.090
190 H 8.116 3.627 -3.250  C177 1.090
191 H 7.600 2.440 -2.232  C177 1.090
192 H 6.617 3.363 -4.851  C178 1.090
193 H 6.097 1.797 -5.613  C178 1.090
194 H 5.619 2.286 -4.025  C178 1.090
195 H 10.603 0.732 -2.391  C179 1.090
196 H 10.288 -0.907 -1.817  C179 1.090
197 H 9.071 0.321 -1.583  C179 1.090
198 H 6.293 -0.644 -3.562  O176 0.960
199 O 1.541 -9.023 -1.875  H200 0.957, H201 0.957
200 H 1.790 -8.375 -2.534  O199 0.957
201 H 0.590 -8.940 -1.803  O199 0.957
202 O -2.585 -8.568 -1.480  H203 0.957, H204 0.957
203 H -3.293 -8.679 -0.845  O202 0.957
204 H -2.969 -8.836 -2.316  O202 0.957
205 O -10.978 -1.210 -4.591  H206 0.957, H207 0.957
206 H -11.571 -0.488 -4.383  O205 0.957
207 H -10.119 -0.908 -4.295  O205 0.957
208 O 2.240 -6.526 -5.200  H209 0.957, H210 0.957
209 H 2.520 -5.644 -5.444  O208 0.957
210 H 3.033 -7.057 -5.267  O208 0.957
211 O -6.429 -7.289 0.528  H212 0.957, H213 0.957
212 H -5.906 -6.507 0.706  O211 0.957
213 H -6.927 -7.432 1.333  O211 0.957
214 O -6.469 3.006 -1.244  H215 0.957, H216 0.957
215 H -5.997 3.347 -0.484  O214 0.957
216 H -6.029 2.182 -1.450  O214 0.957
217 O -2.694 -5.257 -6.777  H218 0.957, H219 0.957
218 H -2.493 -5.506 -5.875  O217 0.957
219 H -3.354 -4.569 -6.695  O217 0.957